Version one
{"formula": "C3H8O2", "method": "the ωB97M-V functional and the def2-TZVPD basis", "smiles": "C=CO.CO", "homo_lumo_gap_ev": 10.1, "lumo_ev": 0.73, "homo_ev": -9.37, "multiplicity": 1, "species": ["O", "O", "C", "C", "C", "H", "H", "H", "H", "H", "H", "H", "H"], "xyz": [[-1.24, -1.02, 0.74], [1.70, -0.35, 0.45], [-1.73, 0.93, -0.44], [2.10, 0.83, -0.29], [-1.58, -0.40, -0.48], [-1.32, -1.11, -1.22], [1.95, 1.56, 0.53], [3.21, 0.92, -0.47], [-0.29, -1.04, 0.74], [-2.07, 1.37, 0.57], [2.40, -1.01, 0.35], [-1.77, 1.37, -1.55], [1.50, 0.76, -1.20]]}

***

Version two
{"formula": "C3H8O2", "method": "the ωB97M-V functional and the def2-TZVPD basis", "smiles": "C/C=C/O.O", "homo_lumo_gap_ev": 9.7, "lumo_ev": 0.82, "homo_ev": -8.85, "multiplicity": 1, "species": ["O", "O", "C", "C", "C", "H", "H", "H", "H", "H", "H", "H", "H"], "xyz": [[0.99, -1.51, 0.93], [1.91, -0.69, -1.69], [-1.43, 1.21, 0.52], [-0.10, 0.61, 0.22], [-0.11, -0.69, 0.45], [-1.45, 2.38, 0.66], [-2.04, 0.73, 1.46], [1.31, -1.16, -1.08], [1.47, -0.78, -2.57], [1.86, -0.89, 0.80], [-2.14, 0.93, -0.34], [0.78, 1.14, -0.10], [-1.03, -1.28, 0.73]]}

***

Which of them is the least stable? Correct choice: version one.

***

Version one
{"formula": "H4O2", "method": "the ωB97M-V functional and the def2-TZVPD basis", "smiles": "O.O", "homo_lumo_gap_ev": 11.5, "lumo_ev": 0.60, "homo_ev": -10.90, "multiplicity": 1, "species": ["O", "O", "H", "H", "H", "H"], "xyz": [[-1.01, -0.04, -1.33], [0.93, -0.33, 0.71], [1.74, 0.19, 0.54], [0.65, 0.01, 1.58], [-0.46, 0.10, -0.54], [-1.86, 0.07, -0.96]]}

***

Version two
{"formula": "H4O2", "method": "the ωB97M-V functional and the def2-TZVPD basis", "smiles": "O.O", "homo_lumo_gap_ev": 11.8, "lumo_ev": 0.89, "homo_ev": -10.95, "multiplicity": 1, "species": ["O", "O", "H", "H", "H", "H"], "xyz": [[1.21, -0.06, -0.10], [-1.25, 0.10, 0.01], [1.81, -0.21, 0.64], [-0.47, -0.50, -0.07], [-2.01, -0.47, 0.07], [1.00, 0.86, 0.08]]}

***

Which of them is the least stable? Correct choice: version two.

***

Version one
{"formula": "H4O2", "method": "the ωB97M-V functional and the def2-TZVPD basis", "smiles": "O.O", "homo_lumo_gap_ev": 11.3, "lumo_ev": 0.41, "homo_ev": -10.90, "multiplicity": 1, "species": ["O", "O", "H", "H", "H", "H"], "xyz": [[-1.35, -0.08, -0.08], [1.53, -0.07, -0.02], [-1.43, 0.94, -0.22], [1.33, 0.84, 0.33], [-1.94, -0.20, 0.72], [0.59, -0.41, -0.02]]}

***

Version two
{"formula": "H4O2", "method": "the ωB97M-V functional and the def2-TZVPD basis", "smiles": "O.O", "homo_lumo_gap_ev": 11.7, "lumo_ev": 0.70, "homo_ev": -11.02, "multiplicity": 1, "species": ["O", "O", "H", "H", "H", "H"], "xyz": [[1.80, -0.21, -0.03], [-1.31, -0.08, -0.14], [2.20, 0.59, -0.31], [-1.79, -0.93, 0.04], [-1.76, 0.62, 0.33], [0.87, 0.01, 0.11]]}

***

Version three
{"formula": "H4O2", "method": "the ωB97M-V functional and the def2-TZVPD basis", "smiles": "O.O", "homo_lumo_gap_ev": 11.9, "lumo_ev": 0.80, "homo_ev": -11.08, "multiplicity": 1, "species": ["O", "O", "H", "H", "H", "H"], "xyz": [[0.18, 0.00, -1.52], [-0.69, 0.09, 1.39], [-0.89, 0.91, 1.90], [0.05, -0.76, -2.12], [0.32, 0.01, 1.51], [1.04, -0.25, -1.16]]}

***

Which of them is the least stable? Correct choice: version three.

***

Version one
{"formula": "H4O2", "method": "the ωB97M-V functional and the def2-TZVPD basis", "smiles": "O.O", "homo_lumo_gap_ev": 11.6, "lumo_ev": 0.54, "homo_ev": -11.04, "multiplicity": 1, "species": ["O", "O", "H", "H", "H", "H"], "xyz": [[0.85, 0.90, 0.98], [-0.73, -0.76, -0.93], [-1.60, -0.62, -1.47], [-1.08, -1.27, -0.15], [0.14, 0.41, 0.58], [1.64, 0.35, 0.62]]}

***

Version two
{"formula": "H4O2", "method": "the ωB97M-V functional and the def2-TZVPD basis", "smiles": "O.O", "homo_lumo_gap_ev": 12.3, "lumo_ev": 0.86, "homo_ev": -11.40, "multiplicity": 1, "species": ["O", "O", "H", "H", "H", "H"], "xyz": [[2.45, -10.49, 18.60], [1.73, -12.10, 23.11], [1.91, -11.49, 23.83], [1.47, -12.91, 23.54], [2.46, -10.93, 19.46], [1.97, -11.09, 18.03]]}

***

Version three
{"formula": "H4O2", "method": "the ωB97M-V functional and the def2-TZVPD basis", "smiles": "O.O", "homo_lumo_gap_ev": 11.7, "lumo_ev": 0.64, "homo_ev": -11.07, "multiplicity": 1, "species": ["O", "O", "H", "H", "H", "H"], "xyz": [[-1.39, 0.07, -0.03], [1.57, -0.07, -0.04], [-2.31, 0.07, -0.23], [1.46, 0.85, 0.37], [0.61, -0.29, -0.24], [-1.22, -0.62, 0.61]]}

***

Which of them is the least stable? Correct choice: version one.